Record 1
# C4H9NO2

A structure of composition C4H9NO2 (wB97M-V/def2-TZVPD, OMol25).

```
16
Properties=species:S:1:pos:R:3
N 1.49 0.63 1.19
C 1.14 -0.68 1.23
O 1.44 -1.43 2.14
C 0.32 -1.16 0.01
C -1.04 -0.52 0.07
C -1.10 0.88 -0.42
O -0.01 1.30 -1.25
H 2.15 0.95 1.88
H 1.37 1.16 0.33
H 0.91 -0.91 -0.88
H 0.24 -2.24 0.12
H -1.64 -1.32 -1.62
H -1.94 -1.36 -0.89
H -2.06 1.08 -0.90
H -1.09 1.44 0.53
H -0.19 2.19 -1.56
```

Values from the calculation:
E_tot   -362.8969 hartree
Energy above the lowest of the compared OMol25 structures with the same formula, charge and spin   118.37 kcal/mol
Orbital gap   8.72 eV

---

Record 2
# C24H32F12O14

A cluster of 6 separate species, C24H32F12O14 in total in a non-equilibrium geometry (wB97M-V/def2-TZVPD, OMol25).

```
82
Properties=species:S:1:pos:R:3
C 2.81 0.85 1.70
C 2.82 2.21 1.04
O 2.54 3.26 1.98
C 1.30 3.60 2.20
O 0.34 3.00 1.77
C 1.11 4.98 2.85
F 2.31 5.55 3.00
F 0.42 5.79 2.03
F 0.44 4.91 3.98
H 3.42 0.20 1.07
H 1.79 0.48 1.76
H 3.33 0.91 2.66
H 2.30 2.26 0.08
H 3.82 2.50 0.71
C -2.43 1.53 0.13
C -1.30 1.53 -0.87
O -1.31 0.23 -1.51
C -0.20 -0.21 -2.07
O 0.92 0.12 -1.82
C -0.46 -1.34 -3.12
F -1.73 -1.75 -2.99
F -0.24 -0.84 -4.34
F 0.34 -2.38 -2.95
H -2.15 0.74 0.84
H -3.36 1.11 -0.24
H -2.55 2.40 0.77
H -0.33 1.70 -0.40
H -1.43 2.22 -1.71
C 2.35 -3.00 -0.72
C 3.16 -4.26 -0.49
O 4.04 -4.19 0.64
C 5.30 -3.84 0.42
O 5.92 -3.87 -0.61
C 6.07 -3.51 1.72
F 5.30 -2.81 2.59
F 6.35 -4.67 2.33
F 7.16 -2.83 1.48
H 2.37 -2.60 -1.73
H 2.79 -2.20 -0.12
H 1.29 -3.12 -0.51
H 3.70 -4.60 -1.37
H 2.53 -5.11 -0.22
C -5.23 -0.01 4.49
C -4.45 1.24 4.84
O -4.44 2.11 3.65
C -3.64 3.15 3.65
O -2.97 3.43 4.61
C -3.82 4.08 2.40
F -4.41 5.19 2.83
F -2.58 4.40 2.03
F -4.55 3.48 1.48
H -6.28 0.09 4.75
H -4.79 -0.80 5.10
H -5.22 -0.18 3.42
H -3.38 1.14 5.04
H -4.85 1.88 5.62
C 0.86 -2.33 2.37
C 0.49 -1.29 3.41
C -0.59 -0.23 3.07
O -1.67 -0.44 3.95
C -1.44 -1.49 4.73
O -2.17 -1.97 5.55
O -0.25 -2.04 4.41
H 0.07 -3.00 2.05
H 1.61 -2.96 2.86
H 1.42 -1.89 1.55
H 1.36 -0.82 3.87
H -0.97 -0.36 2.05
H -0.17 0.77 3.08
C 0.90 -0.09 -8.23
C -0.36 -0.99 -8.27
C -1.41 -0.62 -7.26
O -2.59 -0.31 -8.00
C -2.26 -0.34 -9.34
O -2.96 0.05 -10.21
O -1.05 -0.86 -9.52
H 1.23 0.01 -7.19
H 0.78 0.87 -8.73
H 1.72 -0.69 -8.62
H -0.08 -2.03 -8.15
H -1.13 0.32 -6.77
H -1.59 -1.40 -6.52
```

Values from the calculation:
E_tot   -3185.5150 hartree
SMILES   CCOC(=O)C(F)(F)F.CCOC(=O)C(F)(F)F.CCOC(=O)C(F)(F)F.CCOC(=O)C(F)(F)F.C[C@H]1COC(=O)O1.C[C@H]1COC(=O)O1
Orbital gap   11.15 eV